# C3H7BFInNO6

A structure of composition C3H7BFInNO6 at a distorted geometry (wB97M-V/def2-TZVPD, the OMol25 dataset).

Charge   +1
HOMO-LUMO gap   4.601 eV
Relative energy (zero: lowest compared OMol25 entry of this formula, charge and spin)   0.0 kcal/mol
Spin multiplicity   1

Element x y z (Å)
In (-0.152, -2.615, 0.259)
N (2.628, -4.684, 0.959)
O (3.101, -3.552, 1.055)
O (1.559, -4.871, 0.334)
O (3.129, -5.654, 1.465)
B (1.832, -0.639, 1.111)
H (1.273, -0.073, 0.295)
H (2.153, -1.724, 0.780)
H (2.837, -0.130, 1.371)
H (1.193, -0.631, 2.066)
C (-2.352, 2.931, -1.777)
C (-2.019, 3.165, -0.315)
O (-1.230, 2.016, 0.013)
C (-1.465, 1.055, -0.854)
O (-1.096, -0.097, -0.778)
O (-2.134, 1.511, -1.897)
F (-3.078, 3.143, 0.532)
H (-1.503, 3.378, -2.301)
H (-3.244, 3.403, -2.175)
H (-1.434, 4.065, -0.143)